Computed, not measured: a molecular structure, C38H86BrFN2O7PS2, with ωB97M-V with the def2-TZVPD basis set.

XYZ file:
```
138
Properties=species:S:1:pos:R:3:forces:R:3:lowdin_charge:R:1
O 1.106684 8.207434 -1.455956 0.309 0.555 0.151 0.19
C 0.763707 7.443278 -2.278624 -0.054 -0.457 0.333 -0.54
F -0.055133 7.816292 -3.293117 -0.301 -0.080 -0.022 0.09
N 1.066709 6.097345 -2.360739 -0.254 0.091 -0.722 0.13
C 2.471438 5.787899 -2.540546 0.384 -0.176 0.404 -0.46
O 3.030284 5.877084 -3.585183 -0.269 -0.142 -0.016 0.14
S 3.394676 5.273640 -1.022220 0.495 0.632 0.586 0.46
O 4.040050 4.035894 -1.381040 -0.249 -0.340 -0.230 -0.38
O 4.243674 6.414888 -0.822593 -0.080 0.025 0.074 -0.30
N 2.400572 5.143157 0.184380 -0.355 -0.193 -0.688 -0.33
S 1.294502 3.983233 0.236129 0.058 -0.345 0.859 0.32
O 1.470024 3.211257 1.442242 0.040 -0.038 0.048 -0.38
O -0.043381 4.492535 0.018544 0.015 0.354 -0.317 -0.40
P 1.482365 2.717503 -1.560914 0.489 0.310 -0.777 0.47
O 0.011344 2.020285 -1.522675 -0.308 -0.229 0.164 -0.43
Br 2.713919 1.018443 -0.876081 -0.159 0.040 0.094 0.37
H 0.505783 5.631419 -3.064282 0.190 0.073 -0.182 0.14
H -0.530142 2.396811 -2.227254 0.009 -0.016 0.118 0.04
C -5.145068 5.629888 3.727951 0.104 -0.012 0.032 -0.12
C -3.827235 5.636730 2.956802 -0.102 0.051 0.013 -0.27
C -3.986578 5.310543 1.473976 0.054 0.022 -0.087 -0.22
C -4.550047 3.919631 1.178613 -0.082 0.011 0.081 -0.23
C -3.738587 2.767420 1.767366 0.074 -0.086 -0.164 -0.26
C -2.313060 2.703076 1.226679 -0.134 -0.036 0.243 -0.11
H -5.613578 4.644476 3.717859 -0.018 -0.003 -0.015 0.06
H -4.985505 5.905102 4.771876 -0.023 0.008 0.010 0.06
H -5.850963 6.344748 3.298497 -0.025 -0.021 -0.018 0.07
H -3.127430 4.938167 3.421348 0.025 -0.005 -0.021 0.10
H -3.370910 6.625538 3.044795 0.035 -0.005 0.010 0.10
H -3.017460 5.423597 0.981916 0.015 -0.036 0.007 0.10
H -4.644510 6.056967 1.015192 -0.015 0.014 0.022 0.11
H -4.608272 3.793578 0.092420 0.025 -0.018 -0.005 0.11
H -5.580800 3.854752 1.542762 -0.006 0.023 -0.002 0.10
H -4.254932 1.829687 1.535444 -0.027 -0.007 0.038 0.09
H -3.715718 2.838581 2.858886 -0.033 0.020 0.009 0.10
H -2.311539 2.602113 0.139589 0.044 0.053 -0.005 0.07
H -1.780881 1.845485 1.640676 0.046 -0.009 -0.024 0.07
H -1.736156 3.591305 1.480001 -0.009 -0.056 -0.076 0.05
C -3.911825 -1.078568 -3.804421 0.102 0.051 -0.024 -0.10
C -2.538118 -1.556375 -3.342028 -0.053 -0.045 -0.083 -0.27
C -2.583557 -2.464805 -2.116189 0.010 -0.053 0.028 -0.22
C -3.156545 -1.804320 -0.862558 -0.042 0.016 -0.014 -0.23
C -2.430800 -0.533579 -0.429368 0.014 -0.033 0.199 -0.26
C -0.968171 -0.738465 -0.059960 0.025 0.067 -0.043 -0.11
H -4.411136 -0.475814 -3.044495 -0.002 -0.013 0.023 0.07
H -3.818723 -0.461565 -4.699771 -0.052 -0.009 -0.021 0.05
H -4.559459 -1.924522 -4.046049 -0.019 -0.002 0.025 0.07
H -1.898991 -0.692320 -3.140955 0.025 -0.011 0.009 0.09
H -2.061982 -2.102292 -4.161619 0.028 0.016 -0.007 0.10
H -1.574054 -2.828864 -1.908059 0.010 0.025 0.020 0.10
H -3.179091 -3.354442 -2.349658 -0.019 0.015 -0.031 0.11
H -3.130009 -2.529513 -0.042304 0.028 0.008 0.010 0.10
H -4.215117 -1.572045 -1.021166 -0.002 -0.026 -0.012 0.09
H -2.946689 -0.118852 0.440957 -0.067 0.054 -0.057 0.09
H -2.495307 0.225515 -1.214287 -0.056 0.021 0.018 0.09
H -0.855633 -1.461283 0.752087 -0.047 -0.046 -0.022 0.08
H -0.533543 0.206062 0.264008 0.076 -0.045 0.003 0.05
H -0.382192 -1.087266 -0.911952 0.047 -0.001 0.017 0.07
C 4.276591 1.939705 2.296203 0.209 -0.055 0.021 -0.13
C 5.412651 0.960108 2.016226 -0.122 0.062 0.055 -0.26
C 5.551905 -0.135624 3.071596 0.059 -0.050 -0.052 -0.24
C 5.874019 0.358378 4.481751 -0.071 0.011 0.014 -0.23
C 7.153246 1.183825 4.593624 0.075 -0.093 0.070 -0.26
C 8.408727 0.407011 4.204207 -0.015 0.108 0.003 -0.11
H 4.436449 2.488036 3.226994 -0.015 -0.004 0.016 0.07
H 4.191373 2.674240 1.498711 -0.056 0.030 -0.028 0.05
H 3.319536 1.422011 2.365775 -0.035 0.038 0.008 0.06
H 6.354151 1.508615 1.915736 0.024 -0.032 -0.014 0.10
H 5.234724 0.483697 1.048326 0.037 0.010 -0.021 0.08
H 6.322071 -0.845823 2.751602 -0.002 0.002 0.006 0.09
H 4.618115 -0.706496 3.112307 -0.021 0.020 -0.023 0.11
H 5.954243 -0.509874 5.147755 0.017 0.008 0.003 0.09
H 5.035185 0.948119 4.859746 -0.005 0.011 -0.018 0.10
H 7.256033 1.524416 5.627902 0.000 0.032 -0.005 0.10
H 7.073679 2.085650 3.982397 -0.026 -0.001 -0.015 0.10
H 8.522439 -0.486570 4.823956 -0.014 -0.028 -0.025 0.06
H 9.301752 1.020279 4.335884 0.020 -0.019 0.002 0.07
H 8.379255 0.093191 3.159913 -0.004 -0.022 -0.001 0.07
C -6.417115 -2.143616 2.075647 0.031 -0.088 0.024 -0.10
C -6.157717 -3.451101 1.332075 0.030 0.118 0.006 -0.27
C -6.969149 -3.591320 0.046047 0.018 -0.048 -0.036 -0.23
C -8.486082 -3.605185 0.239386 0.008 0.052 0.022 -0.23
C -9.004838 -4.700932 1.168644 -0.048 -0.058 -0.093 -0.27
C -8.709855 -6.112573 0.668801 -0.011 0.034 0.109 -0.11
H -7.454093 -2.063920 2.405996 -0.013 0.018 -0.013 0.06
H -5.785830 -2.070126 2.961809 0.007 0.027 0.001 0.07
H -6.196346 -1.284566 1.438530 -0.023 0.011 -0.007 0.07
H -6.352372 -4.296227 1.998611 -0.011 -0.023 -0.021 0.10
H -5.096910 -3.502979 1.076778 0.009 -0.033 0.002 0.09
H -6.657763 -4.502515 -0.472756 -0.012 -0.006 -0.003 0.10
H -6.712552 -2.765708 -0.625222 0.016 0.013 0.010 0.10
H -8.960450 -3.717005 -0.740949 -0.011 -0.016 0.002 0.11
H -8.813734 -2.634126 0.620352 0.011 0.007 -0.001 0.10
H -10.086815 -4.582093 1.270841 -0.004 0.007 0.035 0.10
H -8.588831 -4.572990 2.171403 0.007 0.021 0.002 0.10
H -9.142580 -6.272983 -0.320843 0.028 0.003 -0.025 0.07
H -9.132735 -6.858944 1.342809 -0.003 -0.021 -0.014 0.07
H -7.637579 -6.301566 0.604133 0.007 0.000 -0.024 0.06
C 9.398683 -6.050862 5.920815 -0.032 -0.037 -0.094 -0.11
C 9.043842 -5.298100 4.641220 0.073 0.002 0.069 -0.27
C 8.631749 -3.847237 4.881949 -0.013 0.040 -0.043 -0.23
C 7.382058 -3.667247 5.743998 0.016 -0.046 0.070 -0.23
C 6.128034 -4.360699 5.213191 -0.008 0.098 -0.056 -0.26
C 5.689676 -3.842546 3.846273 -0.036 -0.140 0.104 -0.10
H 8.545635 -6.121415 6.596921 0.001 0.015 0.018 0.06
H 9.722570 -7.068224 5.695973 0.013 -0.006 0.019 0.07
H 10.211587 -5.551558 6.452333 -0.017 0.018 0.028 0.07
H 8.250223 -5.831931 4.111750 -0.014 0.015 -0.014 0.10
H 9.910852 -5.304823 3.975608 -0.010 -0.013 -0.028 0.10
H 8.482775 -3.355180 3.917027 -0.015 0.009 0.003 0.10
H 9.462119 -3.317236 5.359837 0.015 -0.009 0.003 0.11
H 7.180406 -2.595529 5.838041 -0.024 0.002 -0.011 0.09
H 7.582406 -4.023846 6.758795 0.019 0.004 -0.002 0.10
H 5.318560 -4.199153 5.929788 -0.012 -0.026 0.004 0.10
H 6.281247 -5.442931 5.166848 0.029 -0.002 0.027 0.10
H 5.506305 -2.769055 3.885174 0.016 0.018 -0.042 0.05
H 4.767709 -4.329955 3.526407 -0.009 0.026 -0.032 0.07
H 6.443748 -4.031275 3.080598 0.005 0.023 -0.009 0.07
C -0.358567 1.091435 -6.265680 -0.092 0.040 -0.025 -0.10
C -1.671057 0.803308 -6.990818 0.086 -0.014 0.117 -0.27
C -1.674005 -0.527717 -7.739273 -0.062 -0.020 -0.019 -0.23
C -0.635109 -0.640235 -8.855740 0.040 0.007 0.038 -0.23
C -0.735214 0.434813 -9.936172 -0.045 -0.079 -0.077 -0.27
C -2.058831 0.412501 -10.695962 0.067 0.088 0.021 -0.11
H 0.478681 1.176615 -6.959189 0.021 -0.009 0.005 0.07
H -0.418811 2.030602 -5.714084 0.024 0.005 0.012 0.07
H -0.126927 0.299489 -5.550341 0.026 -0.017 -0.012 0.07
H -1.898265 1.625209 -7.675466 -0.022 -0.017 -0.023 0.10
H -2.480221 0.787597 -6.256237 -0.031 0.021 -0.019 0.09
H -2.673006 -0.702616 -8.149330 0.004 -0.001 -0.015 0.10
H -1.501640 -1.336744 -7.022292 0.006 0.009 0.023 0.10
H -0.733567 -1.624952 -9.324083 -0.005 0.004 -0.019 0.11
H 0.368532 -0.614446 -8.423300 -0.002 0.001 0.014 0.10
H 0.081786 0.285495 -10.646761 0.021 0.031 0.004 0.10
H -0.580270 1.424415 -9.498885 0.013 -0.002 0.019 0.10
H -2.220432 -0.559314 -11.167217 -0.024 -0.018 0.021 0.07
H -2.067781 1.169703 -11.481181 -0.017 -0.007 -0.016 0.07
H -2.905187 0.614759 -10.038171 -0.012 -0.020 0.003 0.06
```
Positions in Å, forces in eV/Å.

Computed properties:
Total charge: -1
Orbital gap: 8.307 eV
Strongest force on any atom: 1.0 eV/Å
Spin multiplicity: 1
Total energy: -5947.3985 Ha
Highest occupied orbital energy: -6.27 eV